ORCA calculation (the ωB97M-V functional and the def2-TZVPD basis) on an isolated molecule of C7H7BrClNO2 at a distorted geometry.

Structure (XYZ):
```
19
Properties=species:S:1:pos:R:3
C 0.60192 -2.45939 -1.79877
O 0.29050 -1.95592 -0.50186
C 0.54962 -0.71045 -0.21230
O 1.09216 0.05923 -0.97256
C -0.01748 -0.27905 1.23838
C 0.79110 0.95648 1.69508
C 0.49147 2.21598 1.26645
C -0.49169 2.39421 0.22441
C -1.37943 1.39076 -0.09579
Cl -2.42962 1.31052 -1.34490
N -1.40069 0.09920 1.14665
Br -2.56342 -1.18749 0.60880
H 1.42176 -2.00102 -2.23091
H -0.28561 -2.27142 -2.35062
H 0.63874 -3.46832 -1.79682
H 0.26922 -1.15941 1.74003
H 1.63953 0.83031 2.38686
H 1.11166 2.99186 1.43040
H -0.32975 3.24389 -0.43252
```

Charge   0
LUMO energy   0.3 eV
ΔE to the lowest compared entry with this formula, charge and spin   24.4 kcal/mol
Structure (SMILES)   COC(=O)[C@H]1C=CC=C(Cl)N1Br
Frontier orbital gap   8.63 eV

natural (NBO) atomic charges, in units of e:
1 C -0.25
2 O -0.50
3 C 0.78
4 O -0.61
5 C -0.20
6 C -0.14
7 C -0.20
8 C -0.28
9 C 0.08
10 Cl 0.13
11 N -0.51
12 Br 0.22
13 H 0.20
14 H 0.19
15 H 0.19
16 H 0.24
17 H 0.22
18 H 0.21
19 H 0.23

***

ORCA calculation (the ωB97M-V functional and the def2-TZVPD basis) on a cluster of 2 separate species, C3H5BrN2 in total at a distorted geometry.

Structure (XYZ):
```
11
Properties=species:S:1:pos:R:3
C 2.41443 -2.04678 -0.21166
C -0.38744 -0.60665 0.55496
C 0.06895 -0.47585 -0.81515
N 3.02691 -2.48447 0.69849
N 0.65877 0.59113 -1.37011
Br -0.86370 -1.46013 -2.17339
H -0.84073 0.30782 1.05641
H 0.33791 -1.03401 1.22742
H -1.12672 -1.45754 0.81606
H 1.40435 1.09971 -0.89551
H 0.78985 0.58645 -2.33799
```

Charge   0
LUMO energy (spin up / spin down)   -1.8 / -1.8 eV
ΔE to the lowest compared entry with this formula, charge and spin   54.9 kcal/mol
Frontier orbital gap (spin up / spin down)   6.87 / 6.86 eV

natural (NBO) atomic charges, in units of e:
1 C -0.20
2 C -0.81
3 C 0.42
4 N -0.62
5 N -0.70
6 Br 0.17
7 H 0.27
8 H 0.34
9 H 0.29
10 H 0.43
11 H 0.42

***

ORCA calculation (the ωB97M-V functional and the def2-TZVPD basis) on a structure of composition C8H30B2O31 at a distorted geometry.

Structure (XYZ):
```
71
Properties=species:S:1:pos:R:3
O -3.10380 -0.61038 3.08569
C -2.27280 0.22862 3.13769
O -2.53680 1.46762 2.90669
B -1.22780 2.10462 2.67569
O -0.22980 1.02962 2.73269
C -0.87080 0.06562 3.12569
O -0.34780 -0.99538 3.58069
O -1.01980 3.10762 3.73969
C -1.17480 4.24962 3.34469
O -0.71280 5.11162 3.91669
C -1.23880 4.14962 1.88369
O -1.35280 3.00862 1.46669
O -1.28880 5.03262 1.04669
O 1.00120 2.89862 -1.34531
C 0.76720 1.74562 -1.40031
O 0.39720 1.05062 -0.43431
B 0.28820 -0.41538 -0.95131
O 0.70920 -0.27838 -2.37431
C 0.95520 0.93962 -2.58831
O 1.13620 1.29762 -3.84031
O -1.15180 -0.79338 -0.81631
C -1.08680 -1.90938 -0.06431
O -2.08080 -2.55038 0.16369
C 0.20620 -2.01638 0.45169
O 1.01120 -1.30438 -0.14231
O 0.52520 -2.79938 1.39269
O 0.08420 5.16062 -3.88831
H 0.74120 4.60562 -4.05731
H 0.17020 5.17762 -2.87331
O 2.34920 3.73262 -4.81831
H 2.23020 2.86762 -4.31831
H 2.99020 4.27062 -4.52731
O 0.17120 -5.71438 2.52469
H 0.06420 -4.86838 2.03969
H -0.20580 -5.39638 3.37169
O 3.21520 -2.24738 -1.85331
H 3.16320 -1.31138 -1.64531
H 3.16420 -2.88338 -1.08431
O 0.27620 5.43062 -1.16631
H 0.77120 4.51462 -1.25931
H -0.26080 5.28862 -0.41031
O -2.31580 -5.78638 0.32569
H -1.77780 -6.49238 0.38769
H -2.37580 -5.33138 1.06669
O -3.09380 0.97162 -2.82631
H -2.34680 0.38862 -2.61331
H -2.87780 1.88462 -2.57631
O 3.62420 0.88662 -0.61331
H 4.23020 1.63462 -0.41731
H 3.21820 0.57562 0.14369
O 3.22520 -3.91638 0.26169
H 2.56220 -3.46738 0.75769
H 2.80620 -4.82838 0.45669
O 2.46720 0.97562 2.00269
H 2.26220 0.86362 3.01969
H 1.87720 1.58662 1.59769
O 1.82220 -3.38738 3.97969
H 2.33820 -4.04038 3.64669
H 1.50620 -2.98938 3.15269
O -4.74880 -3.29638 0.53669
H -3.77280 -2.97838 0.07569
H -5.19280 -3.92638 -0.01031
O -2.88980 -3.78838 2.49969
H -3.27380 -3.58238 1.59469
H -2.21480 -3.01638 2.61269
O -2.13580 3.17262 -1.34731
H -1.74380 2.90962 -0.45831
H -2.20980 4.09062 -1.48231
O 2.55120 -0.48138 -5.74831
H 2.27920 0.18662 -5.15731
H 1.97620 -1.26038 -5.59631
```

Charge   -2
LUMO energy   3.1 eV
ΔE to the lowest compared entry with this formula, charge and spin   169.1 kcal/mol
Frontier orbital gap   8.69 eV

Löwdin atomic charges, in units of e:
1 O 0.21
2 C -0.47
3 O 0.29
4 B -0.75
5 O 0.30
6 C -0.45
7 O 0.12
8 O 0.30
9 C -0.56
10 O 0.23
11 C -0.45
12 O 0.27
13 O 0.13
14 O 0.17
15 C -0.51
16 O 0.26
17 B -0.79
18 O 0.29
19 C -0.30
20 O 0.05
21 O 0.27
22 C -0.33
23 O 0.16
24 C -0.39
25 O 0.35
26 O 0.09
27 O -0.06
28 H -0.12
29 H 0.02
30 O -0.03
31 H 0.05
32 H -0.03
33 O -0.09
34 H 0.01
35 H 0.05
36 O -0.08
37 H 0.00
38 H 0.00
39 O -0.10
40 H 0.06
41 H -0.04
42 O 0.05
43 H -0.03
44 H -0.09
45 O -0.08
46 H 0.01
47 H 0.00
48 O 0.00
49 H 0.08
50 H -0.04
51 O -0.05
52 H -0.01
53 H 0.12
54 O -0.07
55 H 0.13
56 H 0.00
57 O -0.02
58 H -0.04
59 H 0.00
60 O -0.13
61 H 0.13
62 H 0.01
63 O -0.13
64 H -0.02
65 H 0.07
66 O -0.03
67 H 0.07
68 H 0.03
69 O -0.06
70 H -0.04
71 H 0.05

***

ORCA calculation (the ωB97M-V functional and the def2-TZVPD basis) on an isolated molecule of C18H28N2O6.

Structure (XYZ):
```
54
Properties=species:S:1:pos:R:3
C -7.73436 -1.46344 1.15359
C -6.21344 -1.38554 1.25229
O -5.63612 -0.35729 0.47584
C -5.87925 0.95495 0.94833
C -5.01928 1.94716 0.16756
C -3.52656 1.77368 0.44213
N -3.04245 0.53430 -0.12012
C -1.91022 0.44123 -0.83654
O -1.15907 1.38587 -1.01095
C -1.64278 -0.96083 -1.36996
C -0.54563 -0.96658 -2.44109
N 0.69546 -0.45392 -1.92035
C 1.72245 -1.26151 -1.57200
O 1.72293 -2.45933 -1.80985
C 2.86538 -0.59039 -0.89103
C 3.76267 -1.41130 -0.22401
C 4.85345 -0.89367 0.46157
O 5.73583 -1.68424 1.15749
C 5.56686 -3.07970 1.10296
C 5.06521 0.49277 0.46190
O 6.06458 1.17665 1.08557
C 7.23427 0.51857 1.51336
C 4.15379 1.32187 -0.22811
O 4.44750 2.65231 -0.17436
C 3.57791 3.55380 -0.81272
C 3.06546 0.78647 -0.89412
H -8.20469 -0.60700 1.63029
H -8.08080 -2.36609 1.64872
H -8.03684 -1.49535 0.10985
H -5.77184 -2.30638 0.86136
H -5.91267 -1.26982 2.30496
H -5.63915 1.01016 2.02170
H -6.93899 1.21456 0.82015
H -5.20767 1.81255 -0.89819
H -5.32056 2.95638 0.44960
H -2.95009 2.58247 -0.01454
H -3.34484 1.78835 1.52448
H -3.67477 -0.24944 -0.03246
H -1.32507 -1.58516 -0.53087
H -2.56390 -1.37888 -1.77845
H -0.36058 -1.98695 -2.78519
H -0.85660 -0.34511 -3.28686
H 0.62093 0.48327 -1.54944
H 3.57093 -2.47103 -0.25586
H 5.62024 -3.45372 0.07613
H 4.61875 -3.38947 1.55341
H 6.39220 -3.49265 1.68188
H 7.68304 -0.07080 0.71030
H 7.91792 1.31740 1.80168
H 7.04727 -0.12915 2.37244
H 3.54353 3.38644 -1.89473
H 3.98933 4.54285 -0.61674
H 2.56325 3.49717 -0.40481
H 2.39704 1.43353 -1.43614
```

Charge   0
LUMO energy   0.7 eV
ΔE to the lowest compared entry with this formula, charge and spin   58.9 kcal/mol
Structure (SMILES)   CCOCCCNC(=O)CCNC(=O)c1cc(OC)c(OC)c(OC)c1
Frontier orbital gap   8.49 eV

natural (NBO) atomic charges, in units of e:
1 C -0.64
2 C -0.06
3 O -0.56
4 C -0.06
5 C -0.42
6 C -0.22
7 N -0.62
8 C 0.69
9 O -0.67
10 C -0.51
11 C -0.22
12 N -0.62
13 C 0.67
14 O -0.65
15 C -0.13
16 C -0.27
17 C 0.23
18 O -0.51
19 C -0.25
20 C 0.28
21 O -0.50
22 C -0.24
23 C 0.27
24 O -0.48
25 C -0.25
26 C -0.29
27 H 0.21
28 H 0.22
29 H 0.21
30 H 0.19
31 H 0.16
32 H 0.16
33 H 0.17
34 H 0.22
35 H 0.22
36 H 0.23
37 H 0.18
38 H 0.42
39 H 0.23
40 H 0.22
41 H 0.24
42 H 0.20
43 H 0.43
44 H 0.24
45 H 0.18
46 H 0.18
47 H 0.20
48 H 0.18
49 H 0.19
50 H 0.18
51 H 0.17
52 H 0.20
53 H 0.18
54 H 0.22

***

ORCA calculation (the ωB97M-V functional and the def2-TZVPD basis) on a structure of composition C6H3Cl2NO3RhRuS at a distorted geometry.

Structure (XYZ):
```
18
Properties=species:S:1:pos:R:3
Rh 0.16179 0.32844 -6.48964
Ru 0.20578 0.59992 -1.18845
Cl -0.31502 2.11266 -5.07385
Cl 0.19853 -0.61887 -3.10572
C -0.41772 -0.58885 0.02916
C -0.24632 1.28890 -7.95125
C 0.63632 -1.06432 -7.57860
O -0.74391 -1.40940 0.82938
O -0.52584 1.91493 -8.90738
O 0.88838 -1.87930 -8.36875
S -0.42677 4.16262 1.15938
C 0.96713 3.58003 2.00469
C 1.42884 2.37716 1.47323
N 0.62535 1.94563 0.36879
C -0.45097 2.70364 0.23445
H 1.41664 4.16654 2.77850
H 2.27993 1.78448 1.78221
H -1.15335 2.51619 -0.59534
```

Charge   +4
LUMO energy (spin up / spin down)   -14.6 / -19.4 eV
⟨S²⟩   24.80
ΔE to the lowest compared entry with this formula, charge and spin   0.0 kcal/mol
Multiplicity   10
Frontier orbital gap (spin up / spin down)   7.64 / 5.37 eV

natural (NBO) atomic charges, in units of e:
1 Rh 1.11
2 Ru 1.15
3 Cl 0.18
4 Cl -0.29
5 C 0.36
6 C 0.40
7 C 0.41
8 O -0.20
9 O -0.18
10 O -0.12
11 S 0.82
12 C -0.20
13 C 0.25
14 N -0.60
15 C -0.01
16 H 0.34
17 H 0.31
18 H 0.27

***

ORCA calculation (the ωB97M-V functional and the def2-TZVPD basis) on a structure of composition C41H46HoN7O3 at a distorted geometry.

Structure (XYZ):
```
98
Properties=species:S:1:pos:R:3
Ho -0.29385 -0.20129 0.25314
C -0.55861 3.56367 2.95819
C -0.17262 2.32661 2.30284
N -0.48430 2.01594 1.03020
N -1.31238 2.87563 0.34855
C -1.78566 2.37763 -0.72435
O -1.49642 1.19196 -1.15381
C -2.77203 3.17143 -1.54308
C -3.04084 2.82244 -2.87412
C -3.85688 3.64660 -3.64964
C -4.44469 4.76624 -3.08952
C -4.23602 5.04738 -1.72927
C -3.37754 4.28042 -0.94122
C 0.75312 1.44168 2.91045
C 1.48184 1.71289 4.09462
C 2.49400 0.86631 4.46037
C 2.85854 -0.25796 3.67305
C 2.04072 -0.51612 2.58242
N 1.02672 0.24175 2.22043
H -1.47018 3.98786 2.43210
H 0.27123 4.27116 2.82853
H -0.78501 3.33557 4.02987
H -2.40973 2.05071 -3.31245
H -4.05027 3.44574 -4.72663
H -4.99981 5.47998 -3.75656
H -4.67278 5.89084 -1.14196
H -3.12736 4.58441 0.09316
H 1.26553 2.56153 4.75092
H 3.01107 1.07577 5.38332
H 3.72936 -0.88871 3.85546
H 2.24983 -1.34849 1.96040
O -0.39017 -2.00458 1.58890
N -1.38801 -2.21742 2.40249
N -2.46316 -1.47661 2.04808
O -2.45239 -0.68598 0.98673
C -3.56419 -1.49156 2.86299
C -4.56678 -0.52211 2.66974
C -5.44163 -0.18250 3.66277
C -5.39581 -0.98464 4.84211
C -4.37726 -1.89709 5.04613
C -3.53755 -2.27292 4.02560
H -4.55947 -0.06865 1.67356
H -6.21874 0.55766 3.57273
H -6.14129 -0.85206 5.65403
H -4.34099 -2.44008 5.96613
H -2.71362 -2.92339 4.20845
C 2.61278 3.14143 -2.34630
C 3.25264 3.04209 -0.94015
C 2.50920 3.94366 0.01662
C 3.60613 1.66586 -0.39656
C 4.64439 1.52708 0.55702
C 5.18576 0.29870 0.89495
C 4.80421 -0.83484 0.21558
C 3.74879 -0.79877 -0.67709
C 3.39570 -2.01456 -1.53483
C 3.86365 -1.68102 -2.91987
C 3.98350 -3.38487 -1.03738
C 2.94392 0.44005 -0.78943
N 1.62576 0.41235 -1.20050
C 0.96587 0.27699 -2.40100
C 0.20282 -0.89232 -2.65793
C -0.43405 -1.27339 -3.86810
C -1.06697 -2.49815 -3.58573
C -0.96088 -2.74152 -2.19681
N -0.34255 -1.74922 -1.60830
C -1.33517 -4.02920 -1.50142
C -0.29402 -4.32009 -0.42207
C -1.33159 -5.20670 -2.50388
C -2.81499 -3.83704 -0.94303
H 3.18097 3.89290 -2.92943
H 1.49391 3.36339 -2.30073
H 2.78053 2.18797 -2.87346
H 4.22433 3.61201 -0.99139
H 1.51791 3.57067 0.23241
H 2.50089 4.98971 -0.30260
H 3.00907 3.96919 1.00493
H 5.06050 2.41963 1.06668
H 5.94577 0.29135 1.70119
H 5.37346 -1.72615 0.30703
H 2.28705 -2.16446 -1.44770
H 4.93487 -1.89658 -3.11332
H 3.60744 -0.64161 -3.21300
H 3.28406 -2.27693 -3.64599
H 4.98273 -3.60365 -1.34489
H 3.35643 -4.11037 -1.60712
H 3.90741 -3.53897 0.02743
H 0.84331 1.12765 -3.07198
H -0.29339 -0.87133 -4.84889
H -1.53887 -3.14343 -4.35294
H 0.72366 -4.23194 -0.93498
H -0.38661 -5.38455 -0.02451
H -0.37882 -3.64308 0.43124
H -0.31639 -5.47654 -2.82601
H -2.03790 -4.96945 -3.30847
H -1.64300 -6.13837 -2.05561
H -2.84551 -2.97882 -0.28519
H -3.12826 -4.74071 -0.37039
H -3.49433 -3.73174 -1.81196
```

Charge   0
LUMO energy (spin up / spin down)   -1.0 / -1.0 eV
⟨S²⟩   6.00
ΔE to the lowest compared entry with this formula, charge and spin   59.0 kcal/mol
Multiplicity   5
Frontier orbital gap (spin up / spin down)   6.41 / 6.41 eV

Löwdin atomic charges, in units of e:
1 Ho 1.59
2 C -0.03
3 C -0.29
4 N -0.03
5 N 0.07
6 C -0.45
7 O -0.16
8 C -0.14
9 C -0.02
10 C -0.10
11 C -0.10
12 C -0.09
13 C -0.04
14 C -0.17
15 C -0.01
16 C -0.05
17 C -0.01
18 C -0.14
19 N 0.01
20 H 0.10
21 H 0.10
22 H 0.10
23 H 0.11
24 H 0.11
25 H 0.12
26 H 0.11
27 H 0.11
28 H 0.12
29 H 0.11
30 H 0.12
31 H 0.11
32 O -0.31
33 N 0.07
34 N -0.21
35 O -0.20
36 C -0.20
37 C -0.01
38 C -0.06
39 C -0.08
40 C -0.10
41 C -0.01
42 H 0.12
43 H 0.10
44 H 0.11
45 H 0.10
46 H 0.10
47 C -0.06
48 C -0.38
49 C -0.09
50 C -0.12
51 C -0.06
52 C -0.12
53 C -0.08
54 C -0.13
55 C -0.36
56 C -0.07
57 C -0.07
58 C -0.20
59 N -0.04
60 C -0.09
61 C -0.29
62 C -0.01
63 C -0.02
64 C -0.29
65 N 0.02
66 C -0.52
67 C -0.05
68 C -0.06
69 C -0.01
70 H 0.08
71 H 0.10
72 H 0.06
73 H 0.14
74 H 0.05
75 H 0.09
76 H 0.08
77 H 0.12
78 H 0.11
79 H 0.10
80 H 0.12
81 H 0.09
82 H 0.08
83 H 0.08
84 H 0.06
85 H 0.08
86 H 0.07
87 H 0.11
88 H 0.10
89 H 0.11
90 H 0.10
91 H 0.11
92 H 0.03
93 H 0.09
94 H 0.07
95 H 0.07
96 H 0.05
97 H 0.09
98 H 0.09

***

Question: charge of number 1 (C7H7BrClNO2)?
Answer: 0

***

Question: Which of these has the highest ΔE to the lowest compared entry with this formula, charge and spin?
Answer: C8H30B2O31

***

Question: Among the records above, which one has the highest ΔE to the lowest compared entry with this formula, charge and spin?
Answer: C8H30B2O31